Entry 1:
C12H6N4S4SbSeSm | ωB97M-V/def2-TZVPD

Computed properties:
Multiplicity   6
HOMO level (alpha / beta)   -0.2553 / -0.2555 hartree
ΔE to the lowest compared entry with this formula, charge and spin   5.6 kcal per mole
DFT total energy   -5572.38451 Ha
Kohn-Sham gap (alpha / beta)   4.689 / 4.696 eV

```
29
C12H6N4S4SbSeSm, DFT ωB97M-V/def2-TZVPD
Sm 0.1884 0.1885 0.0985
S 3.1660 3.1660 1.9807
Sb 2.5169 2.5169 -0.0718
S 2.7276 0.0175 -0.1746
S 0.0176 2.7276 -0.1749
S 3.3660 3.3657 -1.9693
Se -5.5507 -5.5510 -0.0013
N -5.6181 -3.7795 0.0027
C -4.3809 -3.3640 0.0033
C -4.0048 -1.9509 0.0038
C -4.9590 -0.9293 -0.0015
C -4.5450 0.3789 -0.0046
C -3.1792 0.6418 0.0004
N -2.2654 -0.3230 0.0087
C -2.6598 -1.6108 0.0075
C -1.6107 -2.6599 0.0075
N -0.3229 -2.2654 0.0087
C 0.6419 -3.1791 0.0004
C 0.3791 -4.5449 -0.0047
C -0.9290 -4.9589 -0.0017
C -1.9507 -4.0048 0.0037
C -3.3638 -4.3810 0.0032
N -3.7792 -5.6182 0.0025
H -6.0090 -1.1941 -0.0051
H -5.2508 1.1975 -0.0117
H -2.8014 1.6565 -0.0043
H 1.6566 -2.8013 -0.0043
H 1.1977 -5.2506 -0.0117
H -1.1938 -6.0089 -0.0053
```

***

Entry 2:
C12H78BrFN2O30PS | ωB97M-V/def2-TZVPD

Computed properties:
HOMO level   -0.3982 hartree
DFT total energy   -6283.90767 Ha
Charge   +1
Kohn-Sham gap   8.039 eV

```
126
C12H78BrFN2O30PS, DFT ωB97M-V/def2-TZVPD
C 2.6569 -2.0321 -0.2675
C 1.2890 -2.0544 -0.9172
N 1.1181 -1.0665 -2.0057
C 1.1014 0.3214 -1.6478
C 2.4954 0.9714 -1.5861
C 3.3851 0.8368 -2.8200
C 4.4496 -0.2558 -2.8434
S 4.1628 -1.6794 -3.9059
O 0.6341 0.4735 -0.2810
C -0.7213 0.6875 -0.1314
O -1.0564 0.6335 1.2026
C -2.4348 0.2276 1.3728
C -2.5951 -1.2615 1.4717
C -2.0908 -1.8415 2.7721
O -1.9415 -1.9488 0.3831
C -0.9188 2.1037 -0.6415
F -2.1508 2.6300 -0.3485
N -0.8089 2.0671 -2.1322
C 0.2916 1.1736 -2.6894
P -0.6532 0.3274 -4.1126
O -0.8328 1.6777 -5.0077
Br 0.8786 -0.7095 -5.2693
H 3.4241 -2.2219 -1.0088
H 2.7110 -2.8546 0.4482
H 2.8534 -1.1280 0.2981
H 0.4763 -2.0268 -0.1912
H 1.1795 -3.0184 -1.4141
H 0.3027 -1.3585 -2.5314
H 2.2950 2.0429 -1.5039
H 2.9996 0.7027 -0.6642
H 2.7987 0.8179 -3.7398
H 3.9354 1.7727 -2.8562
H 4.7422 -0.5508 -1.8376
H 5.3440 0.1688 -3.2993
H 3.1989 -2.3460 -3.2724
H -1.3247 -0.0302 -0.7035
H -3.0582 0.6523 0.5909
H -2.7914 0.6484 2.3111
H -3.6629 -1.4613 1.4177
H -1.2599 -1.2852 3.2004
H -1.7984 -2.8742 2.6028
H -2.9006 -1.8798 3.4897
H -2.4881 -1.8521 -0.4035
H -0.1410 2.7550 -0.2461
H -0.6924 3.0182 -2.4863
H -1.7272 1.7665 -2.4957
H 0.9895 1.8524 -3.1725
H 0.0197 2.0329 -5.3241
O 1.2691 -2.9696 2.5811
H 0.6651 -2.7946 1.8522
H 0.9953 -3.8322 2.9126
O 5.5960 -1.2466 0.5787
H 5.2419 -0.9299 1.4162
H 6.3899 -1.7326 0.8227
O -3.6859 -4.3236 -0.3163
H -3.2063 -5.0716 0.0521
H -3.0450 -3.6021 -0.3096
O -0.5432 -4.1677 4.4252
H -0.7056 -3.4648 5.0691
H -1.0306 -4.9261 4.7600
O -1.3797 -3.3464 -2.5277
H -1.9029 -3.1461 -3.3155
H -1.5844 -4.2705 -2.3499
O -4.9755 -1.1526 3.3721
H -5.6636 -1.7325 3.0298
H -5.3448 -0.8395 4.2073
O -0.1914 -2.2094 6.6134
H 0.0440 -2.0859 7.5402
H 0.4094 -1.6265 6.1361
O -7.3285 -1.2309 5.3719
H -8.0072 -1.8394 5.0574
H -7.6622 -0.9065 6.2164
O -2.8145 3.3505 -6.8097
H -3.5713 3.5976 -6.2701
H -2.1487 3.0375 -6.1901
O 4.8511 3.3910 -4.0170
H 4.5157 4.2847 -4.1796
H 5.3669 3.1732 -4.8050
O -9.3034 0.8196 4.1941
H -8.7434 0.1364 4.5804
H -8.7096 1.5551 4.0192
O 1.6458 -3.0641 9.3791
H 2.5173 -3.0242 8.9711
H 1.3499 -3.9735 9.2351
O 1.3349 2.0357 -7.2143
H 0.7407 2.2738 -7.9350
H 1.3297 1.0711 -7.1947
O -4.6228 2.7410 -2.0091
H -5.4021 3.0462 -1.5296
H -3.9570 2.5790 -1.3359
O 3.4231 5.8364 -4.6558
H 3.4196 6.2317 -5.5344
H 3.2138 6.5644 -4.0594
O 6.0003 -2.0458 -6.9913
H 5.5125 -1.9105 -6.1727
H 6.8190 -2.4729 -6.7219
O -5.2222 -0.3882 -0.2448
H -5.4009 0.3788 -0.8064
H -5.1712 -1.1211 -0.8701
O -7.5619 1.2425 0.8660
H -6.7045 0.8191 0.7463
H -7.9984 1.1973 0.0105
O 3.9305 3.9487 -0.8503
H 3.7001 4.8635 -1.0364
H 4.4536 3.6906 -1.6200
O 5.7354 5.9832 -2.1485
H 6.6249 5.6171 -2.1883
H 5.4062 5.8771 -3.0469
O 1.0929 -0.1926 9.6824
H 0.3108 -0.0398 10.2193
H 1.1989 -1.1531 9.6526
O 0.5691 -5.4685 10.5506
H 0.3760 -4.7595 11.1732
H 0.0810 -6.2278 10.8823
O -1.9623 -3.5841 -5.5519
H -2.6249 -3.3549 -6.2113
H -1.1848 -3.8327 -6.0618
O 5.8620 1.8994 -6.9164
H 5.2666 2.0104 -7.6643
H 5.7605 0.9733 -6.6687
O 3.1397 1.9941 8.6191
H 2.9927 2.7417 9.2045
H 2.6242 1.2760 9.0056
O -1.0314 5.1922 1.0160
H -1.4724 4.3537 0.8608
H -1.5956 5.6528 1.6448
```

***

Entry 3:
C12H7BrN4O5PtSe | ωB97M-V/def2-TZVPD

Computed properties:
HOMO level (alpha / beta)   -0.5719 / -0.5719 hartree
DFT total energy   -6150.60275 Ha
Charge   +2
Kohn-Sham gap (alpha / beta)   5.398 / 5.399 eV

```
31
C12H7BrN4O5PtSe, DFT ωB97M-V/def2-TZVPD
Pt -0.7000 0.2367 -0.9187
Br -2.4490 -0.6286 -2.7326
C -1.2536 -2.0603 -2.4074
C -1.2940 -3.2791 -3.0297
C -0.2927 -4.1844 -2.6829
C 0.6921 -3.8293 -1.7762
C 0.6382 -2.5658 -1.2065
N -0.3396 -1.7051 -1.4970
C 1.8910 -0.8939 0.2715
O 3.0042 -1.3613 0.9132
O 1.3930 0.1857 0.3073
H -2.0581 -3.5125 -3.7566
H -0.2726 -5.1635 -3.1423
H 1.4965 -4.5081 -1.5304
Se 0.8770 -2.4647 3.4624
N 1.6074 -2.1064 -0.3242
C 2.8032 -2.6694 0.3186
C 3.8994 -3.0755 -0.6004
C 4.4269 -4.2962 -0.5618
C 3.9766 -5.2975 0.4042
C 3.0522 -5.0381 1.3407
C 2.4936 -3.7118 1.4144
N 1.7513 -3.3269 2.3585
H 4.2186 -2.3166 -1.3044
H 5.2143 -4.5698 -1.2510
H 4.4333 -6.2785 0.3726
H 2.7535 -5.7603 2.0868
O -1.9182 3.0998 1.1940
N -1.5469 2.1118 0.6793
O -1.4306 0.9756 1.2048
O -1.1776 2.1080 -0.5977
```

***

Entry 4:
C12H7MnN5OS3 | ωB97M-V/def2-TZVPD

Computed properties:
Multiplicity   4
HOMO level (alpha / beta)   -0.3084 / -0.3220 hartree
DFT total energy   -3156.05336 Ha
Kohn-Sham gap (alpha / beta)   5.287 / 7.262 eV

```
29
C12H7MnN5OS3, DFT ωB97M-V/def2-TZVPD
Mn -0.4819 -0.3874 0.1927
N -0.8538 3.7587 -0.4943
C -0.4449 2.5324 -0.1579
S -1.3238 1.6717 1.0866
N 0.6327 2.0313 -0.7045
N 0.9873 0.8058 -0.2735
C 2.2537 0.4977 -0.2240
C 2.7585 -0.6423 0.4681
C 4.1226 -0.9659 0.4345
C 4.6366 -1.9772 1.2106
C 3.7946 -2.7150 2.0469
C 2.4522 -2.4349 2.1106
C 1.8941 -1.4038 1.3295
O 0.6364 -1.1352 1.3923
H -1.6454 4.1726 -0.0339
H -0.3852 4.2455 -1.2393
H 2.9645 1.1992 -0.6542
H 4.7688 -0.4096 -0.2247
H 5.6925 -2.1971 1.1729
H 4.1988 -3.5137 2.6533
H 1.7761 -2.9961 2.7384
S 0.1892 -2.0021 -1.2788
C -1.2254 -2.4353 -2.1664
C -1.1259 -3.5123 -3.0658
N -1.0423 -4.4190 -3.7615
C -2.4028 -1.7757 -1.9256
S -2.4546 -0.5392 -0.7030
C -3.5822 -2.0309 -2.6441
N -4.5570 -2.2202 -3.2187
```

***

Entry 5:
C12H7N2O5Ru | ωB97M-V/def2-TZVPD

Computed properties:
Multiplicity   6
HOMO level (alpha / beta)   -0.4582 / -0.6454 hartree
ΔE to the lowest compared entry with this formula, charge and spin   7.2 kcal per mole
DFT total energy   -1041.21383 Ha
Charge   +2
Kohn-Sham gap (alpha / beta)   4.639 / 5.868 eV

```
27
C12H7N2O5Ru, DFT ωB97M-V/def2-TZVPD
O 2.3718 0.1911 4.7830
C 1.9927 0.4565 3.7264
Ru -0.2854 -0.2250 -0.6837
C -1.3719 -0.0369 -2.2389
O -2.0607 -0.0651 -3.1766
C -0.3759 -2.0071 -1.3571
O -0.5350 -3.0515 -1.8380
C -1.6067 -0.3509 0.7334
O -2.4584 -0.5095 1.5029
C 1.6289 -0.0983 -0.9220
O 2.7769 -0.0509 -1.0745
H 1.5026 0.3887 2.6354
N -0.4901 4.0480 -1.1941
C -0.4907 2.7350 -1.4807
N -0.2668 2.0176 -0.3805
C -0.1008 2.9131 0.6912
C 0.2160 2.7741 2.0488
C 0.4639 3.9345 2.7930
C 0.3175 5.2092 2.2130
C -0.0507 5.3566 0.8716
C -0.2375 4.1969 0.1569
H -0.6506 4.7941 -1.8571
H -0.6359 2.3796 -2.4883
H 0.2269 1.7716 2.4719
H 0.7734 3.8897 3.8429
H 0.4935 6.1024 2.8072
H -0.1913 6.3015 0.3517
```

***

Entry 6:
C12H7N4O2 | ωB97M-V/def2-TZVPD

Computed properties:
SMILES   N#Cc1ccc([C@H](C=[N+]([O-])[O-])C(C#N)C#N)cc1
HOMO level   -0.1487 hartree
DFT total energy   -830.87334 Ha
Charge   -1
Kohn-Sham gap   6.264 eV

```
25
C12H7N4O2, DFT ωB97M-V/def2-TZVPD
N -2.5618 5.3142 1.6700
C -2.4407 4.2961 1.0749
C -2.4043 3.0617 0.3665
C -1.9599 3.0089 -0.9712
C -1.8730 1.7703 -1.6312
C -2.1374 0.5407 -0.9653
C -1.6448 -0.8093 -1.5429
C -2.6616 -1.8239 -1.4430
N -2.8068 -2.8462 -2.3903
O -3.4670 -3.8848 -2.0911
O -2.2146 -2.6927 -3.4960
C -0.1716 -1.4074 -1.0389
C 0.9612 -0.4577 -1.0942
N 1.7857 0.3427 -1.2340
C 0.4647 -2.7065 -1.3329
N 0.8992 -3.7667 -1.6602
C -2.7689 0.6510 0.2994
C -2.8296 1.8823 0.9719
H -1.6357 3.9495 -1.4560
H -1.4432 1.7673 -2.6537
H -1.4083 -0.6430 -2.6381
H -3.4477 -1.8987 -0.6615
H -0.4719 -1.4938 0.0976
H -3.0545 -0.2448 0.8378
H -3.1655 1.9433 2.0109
```

***

Entry 7:
C12H80N2O28 | ωB97M-V/def2-TZVPD

Computed properties:
HOMO level   -0.4444 hartree
ΔE to the lowest compared entry with this formula, charge and spin   0.0 kcal per mole
DFT total energy   -2720.24367 Ha
Charge   +2
Kohn-Sham gap   6.922 eV

```
122
C12H80N2O28, DFT ωB97M-V/def2-TZVPD
C -1.5291 -0.3561 -3.5171
O -1.1511 -1.1331 -2.4311
C -0.4271 -0.4211 -1.3771
C 0.5189 -1.2551 -0.6641
N 1.2319 -0.5931 0.3619
H 0.6069 -0.4641 1.2559
H 1.7429 -1.2931 0.8439
C 2.0409 0.6069 0.0639
C 3.0429 1.0619 1.2429
O 3.9839 2.0539 0.5939
C 4.3189 2.9889 1.4489
H -2.2291 0.3379 -3.3451
H -2.3291 -0.8771 -4.0781
H -0.7411 -0.0071 -3.9601
H -1.0691 -0.1261 -0.5541
H -0.1261 0.4769 -1.8531
H 1.1899 -1.4961 -1.4971
H -0.0491 -2.1831 -0.3001
H 1.6989 1.4469 -0.3381
H 2.6619 0.4609 -0.8781
H 3.6269 0.3449 1.7729
H 2.3889 1.3989 2.1549
H 3.5919 3.6669 1.8939
H 5.2109 3.5169 1.2779
H 4.9159 2.6469 2.4179
C -9.4861 -6.0851 4.5829
O -8.2821 -5.2791 4.6479
C -7.3291 -5.6841 3.6389
C -6.3721 -4.4701 3.5039
N -5.1721 -4.9301 2.6289
H -4.5141 -5.4741 3.3109
H -5.4661 -5.4641 1.9769
C -4.3511 -3.8101 2.0369
C -5.0531 -3.1011 0.7889
O -4.1651 -2.4101 0.0109
C -4.6141 -1.8321 -1.1731
H -10.0111 -5.8321 5.5859
H -9.2181 -7.2621 4.7519
H -10.2431 -5.9871 3.8469
H -7.8621 -6.0231 2.7329
H -6.7331 -6.4131 3.9039
H -6.0711 -3.8701 4.3919
H -6.9851 -3.9231 2.9549
H -3.4291 -4.2031 1.5789
H -4.2771 -3.0851 2.8749
H -5.8671 -2.5051 1.2119
H -5.5171 -3.7731 0.0579
H -5.6011 -1.4411 -1.0781
H -4.4941 -2.3911 -1.9221
H -3.7911 -1.0351 -1.4151
O 0.1329 0.8919 -6.4231
H 0.0819 0.8759 -7.4161
H -0.6141 0.3949 -6.2021
O 1.6579 -2.5091 -3.7331
H 2.3699 -2.4671 -3.0341
H 1.0699 -3.2921 -3.4271
O -1.4211 -2.3771 0.8419
H -2.1991 -1.8641 0.7609
H -1.5051 -3.1161 0.1709
O -2.4281 0.4239 1.0279
H -2.5871 0.7549 0.0609
H -3.2851 0.1709 1.3179
O 7.5849 4.9639 -0.3271
H 8.1859 4.8479 -0.9571
H 6.6259 5.1519 -0.3541
O 3.6029 -1.5981 -1.4861
H 3.9589 -0.9591 -2.2051
H 4.4139 -1.9181 -1.1631
O 3.3039 6.4529 1.4879
H 3.4059 6.0689 0.4959
H 4.1779 6.2959 1.8969
O -2.2751 1.3689 -5.4961
H -1.7041 2.2869 -5.4441
H -2.9191 1.4619 -6.2841
O 3.0959 -2.3591 1.5429
H 3.3939 -1.9391 2.3499
H 2.8629 -3.1691 1.7919
O -4.2481 1.1409 -3.4141
H -4.7811 0.4029 -3.6931
H -3.8081 1.3459 -4.2071
O -2.6991 1.7979 -1.4591
H -3.0431 2.6269 -1.2291
H -2.8941 1.7249 -2.5351
O 4.7359 5.4809 -1.0671
H 4.2289 4.7029 -1.2181
H 4.8369 5.7779 -2.1141
O 7.8109 4.3599 2.4659
H 6.9729 5.0439 2.6919
H 8.0719 4.3379 1.6599
O 5.3809 0.9329 4.6969
H 4.7399 1.4879 4.5129
H 4.8099 0.2229 4.7299
O 3.5339 3.3759 -1.8581
H 3.3299 2.5319 -1.9921
H 2.6949 3.6319 -2.2121
O 3.9869 -1.2011 4.0339
H 3.1359 -1.5491 4.5259
H 4.6199 -1.8101 4.3939
O 7.6889 1.7219 3.3289
H 6.8159 1.6909 3.7889
H 7.3789 2.4249 2.8609
O -0.6991 0.0269 2.3629
H -1.3201 0.3609 1.8169
H -1.0351 0.2139 3.2859
O 0.7189 5.9939 2.1079
H 1.6099 5.8909 1.7029
H 0.3239 6.4369 1.4819
O 2.2389 -0.7771 -5.7001
H 1.6559 -0.1761 -6.0151
H 1.6479 -1.2561 -5.1551
O -0.5851 -3.6531 -2.8481
H -1.2251 -3.4351 -3.4691
H -0.7121 -2.8611 -2.3491
O 5.6809 5.6659 2.8189
H 5.1409 5.6749 3.6689
H 6.0799 6.5219 2.8139
O -0.8161 2.4729 -0.1691
H -1.4771 3.0419 0.4189
H -1.3341 2.0649 -0.8061
O -1.8141 -1.0981 -6.3001
H -2.1881 -2.0921 -6.1831
H -2.3941 -0.5801 -5.9351
```

***

Entry 8:
C12H8BaN2O4 | ωB97M-V/def2-TZVPD

Computed properties:
HOMO level   -0.5558 hartree
DFT total energy   -896.60084 Ha
Charge   +2
Kohn-Sham gap   4.609 eV

```
27
C12H8BaN2O4, DFT ωB97M-V/def2-TZVPD
Ba -0.6812 -0.0241 0.0947
O 0.0824 -0.4579 3.0477
C -0.1983 -0.3061 2.0222
C -0.8771 0.2690 -1.8822
O -0.9617 0.4280 -2.9421
C -0.6934 1.9606 0.3902
O -0.6926 3.0252 0.5465
C -0.6467 -2.0079 -0.2058
O -0.6203 -3.0716 -0.3658
C -5.6102 -0.3328 1.3810
H -5.6548 -1.3324 1.8206
H -5.6768 0.4927 2.0939
C -5.8409 -0.1374 0.0569
H -6.0992 0.8508 -0.3316
H -6.0773 -0.9743 -0.6049
N 6.6587 0.2824 -0.8203
C 5.4826 0.2334 -0.6738
C 4.0922 0.1758 -0.5015
C 3.3537 1.1746 -1.1056
C 2.0131 1.0844 -0.9401
N 1.5719 0.0495 -0.2252
C 2.2606 -0.9311 0.3611
C 3.6064 -0.8888 0.2305
H 3.8030 1.9775 -1.6728
H 1.3605 1.8310 -1.3733
H 1.8006 -1.7297 0.9276
H 4.2446 -1.6407 0.6722
```

***

Entry 9:
C12H8Cl2F6FeN2O6S4 | ωB97M-V/def2-TZVPD

Computed properties:
Multiplicity   2
HOMO level (alpha / beta)   -0.4293 / -0.4300 hartree
ΔE to the lowest compared entry with this formula, charge and spin   0.0 kcal per mole
DFT total energy   -5398.83129 Ha
Charge   +1
Kohn-Sham gap (alpha / beta)   6.222 / 7.089 eV

```
41
C12H8Cl2F6FeN2O6S4, DFT ωB97M-V/def2-TZVPD
Fe -0.2665 0.1318 -0.1215
F -1.5277 -0.8232 5.2954
C -1.4273 0.0810 4.3463
F -0.6983 1.1116 4.7731
F -2.6214 0.5042 3.9775
S -0.5433 -0.6409 2.8979
O -0.7276 0.4068 1.8560
O 0.7929 -0.9076 3.3291
N -1.4091 -1.9158 2.5926
S -1.5881 -2.3222 1.0876
O -0.4783 -1.7869 0.2651
O -1.9277 -3.6806 0.9213
C -3.0544 -1.3268 0.4711
F -2.5807 -0.2796 -0.2769
F -3.7523 -0.8223 1.4650
F -3.8104 -2.0676 -0.2989
Cl -2.7954 3.3687 -5.9230
C -2.0349 2.4113 -4.7132
C -1.4410 1.1933 -5.0695
C -0.8289 0.3954 -4.1315
Cl -0.1090 -1.0900 -4.5790
C -0.7992 0.7850 -2.7725
O -0.2412 -0.0055 -1.9018
C -1.3811 2.0394 -2.4391
C -1.2719 2.5273 -1.1115
O -0.6871 1.9463 -0.1673
C -2.0042 2.8414 -3.4132
H -1.4652 0.8740 -6.1028
H -1.7092 3.5032 -0.8882
H -2.4506 3.7905 -3.1476
S 1.9425 0.1352 0.0568
C 2.2636 1.5913 0.9585
N 2.5072 1.5740 2.2386
C 2.6556 2.8707 2.9000
C 3.0427 3.8568 1.7970
S 2.4062 3.1409 0.2458
H 2.3112 0.7172 2.7583
H 3.4227 2.8105 3.6685
H 1.7043 3.1281 3.3707
H 4.1219 3.9549 1.7022
H 2.6035 4.8375 1.9544
```

***

Entry 10:
C12H8O2 | ωB97M-V/def2-TZVPD

Computed properties:
HOMO level   -0.2997 hartree
ΔE to the lowest compared entry with this formula, charge and spin   179.1 kcal per mole
DFT total energy   -612.25066 Ha
Kohn-Sham gap   6.202 eV

```
22
C12H8O2, DFT ωB97M-V/def2-TZVPD
C -2.7562 -0.3113 0.9209
C -2.2729 -0.1633 2.2974
C -0.7940 -0.3461 2.5051
C 0.0769 -0.4069 1.4264
C 1.7448 -0.2173 0.0894
C 2.9752 -0.1332 -0.3889
C 3.0557 -0.0416 -1.8387
C 2.0346 0.5009 -2.4850
C 0.7768 0.5950 -1.9192
C 0.5143 0.0438 -0.7048
C -0.4954 -0.1013 0.2120
C -1.9669 -0.0839 -0.1520
H -4.7280 1.1601 1.2951
H -3.1350 -0.2099 2.9291
H -0.3906 -0.7220 3.5766
H 3.7542 -0.8715 0.2164
H 4.0865 0.0691 -2.4015
H 2.4393 0.7991 -3.5171
H -0.0534 1.2861 -2.5047
H -2.2907 -0.1178 -1.2926
O -4.0186 -0.1650 0.4323
O 1.4433 -0.5630 1.3037
```

***

Among the records above, which one has the highest DFT total energy? C12H8O2

***

The highest DFT total energy belongs to which entry? C12H8O2

***

The highest DFT total energy belongs to which entry? C12H8O2

***

The lowest DFT total energy belongs to which entry? C12H78BrFN2O30PS